Record 1
The following is a quantum chemistry calculation of a molecular structure, C34H41Br2F4NO3P2S2SiTb, from the Open Molecules 2025 dataset.

```
91
Properties=species:S:1:pos:R:3:mulliken_spin:R:1
H 0.00 2.10 4.15 0.0050
S -1.56 -2.07 1.95 0.0309
C 4.11 0.95 -0.58 0.0070
H 1.04 -2.46 1.47 0.0064
C 5.07 -1.57 0.00 -0.0015
C -2.09 -2.19 -3.52 -0.0017
H -3.58 1.68 5.09 0.0000
Br 2.33 2.18 1.75 0.0071
Si -1.20 2.84 1.99 -0.0738
C -6.43 -1.38 0.76 0.0005
H 3.75 1.95 -0.80 -0.0022
F 0.26 4.89 -2.85 -0.0026
C 1.79 1.57 -2.52 -0.0949
H -1.11 4.68 0.21 0.0001
O -4.44 -1.79 2.11 0.0059
N 1.59 -0.48 1.65 -0.0663
C -3.84 0.63 5.21 0.0002
H -4.90 0.51 4.97 0.0000
C 3.51 -0.05 3.06 -0.0003
H -2.57 -0.31 -2.53 0.0000
O -1.15 -1.38 -1.47 -0.1724
C -3.09 3.30 2.14 0.0135
H 4.40 -1.75 4.03 0.0020
H -0.87 -3.85 -2.84 -0.0006
H -7.42 -0.94 0.80 0.0001
H -0.92 -0.35 -3.22 0.0003
H -5.66 -0.12 2.32 0.0010
C 1.75 -1.79 1.94 -0.0018
H 1.39 -2.81 -1.35 0.0037
H 4.20 0.68 3.46 -0.0013
C -0.54 4.45 1.11 0.0005
C 5.37 0.80 -0.02 -0.0016
C 1.75 -1.98 -5.09 -0.0003
H -2.60 -4.11 -2.57 0.0001
C 2.71 -2.28 2.79 0.0015
C 1.68 -0.96 -4.16 0.0031
F 4.48 3.32 -4.31 0.0001
H -5.86 -0.90 -0.02 0.0010
C 2.40 4.17 -3.51 -0.0003
H 2.76 -3.34 2.98 -0.0009
H -3.15 -2.15 -3.78 -0.0004
H -3.68 0.34 6.24 0.0000
H -3.22 4.31 2.53 0.0005
C 3.32 -0.16 -0.87 -0.0149
C 1.66 -3.60 -3.32 0.0021
C -1.68 -2.68 -1.22 0.0165
C -1.80 -3.36 -2.57 0.0032
H -3.60 2.62 2.81 0.0003
H -1.29 3.21 4.54 -0.0003
H 1.85 -4.10 -5.39 0.0001
Br -0.95 2.32 -1.89 0.0088
H 3.26 -2.31 -0.81 -0.0018
H -6.52 -2.45 0.54 0.0001
C 1.17 3.91 -2.93 -0.0069
C -2.98 -0.23 4.31 0.0054
C -5.74 -1.19 2.10 0.0020
H -3.59 3.25 1.18 -0.0016
C 0.87 2.65 -2.43 0.0539
H -0.61 5.31 1.77 -0.0002
Tb -0.62 0.43 0.60 7.3406
H 0.51 4.36 0.82 0.0003
H 1.67 0.07 -4.50 0.0003
F 2.73 5.40 -3.93 0.0000
C 3.63 -1.40 3.37 0.0104
H -1.01 -3.20 -0.53 -0.0019
O -3.10 0.22 2.95 -0.0378
H 5.44 -2.56 0.22 -0.0004
H -2.67 -2.58 -0.75 -0.0033
C 3.00 1.85 -3.20 0.0007
H 5.97 1.68 0.17 -0.0002
C 2.49 0.34 2.23 -0.0017
H -1.93 -0.13 4.60 0.0025
F 3.87 0.85 -3.40 0.0003
C -0.50 3.01 3.82 -0.0221
C 1.77 -3.30 -4.67 0.0014
C 5.85 -0.46 0.28 0.0026
C -1.69 -0.94 -2.72 0.0229
C 3.82 -1.42 -0.58 0.0075
C 1.62 -1.25 -2.80 -0.0192
H 1.66 -4.63 -3.00 0.0001
P -3.16 -0.89 1.76 -0.0200
P 1.60 0.06 -1.51 -0.0348
H 0.22 3.82 3.89 -0.0002
H 1.80 -1.75 -6.14 0.0000
C 1.55 -2.58 -2.40 0.0207
H 6.82 -0.57 0.73 0.0005
C 3.32 3.10 -3.68 0.0002
H -6.29 -1.68 2.90 -0.0003
H -3.27 -1.28 4.38 0.0016
H -1.51 -2.28 -4.44 0.0003
S -3.42 0.18 0.10 -0.0053
```

Results
Total charge ... 0
Frontier orbital gap (spin up / spin down) ... 4.42 / 4.89 eV
Highest occupied orbital energy (spin up / spin down) ... -0.178 / -0.195 Ha
Expectation value of S² ... 15.81
Multiplicity ... 8
E_tot ... -9741.2176 hartree

Record 2
The following is a quantum chemistry calculation of a molecular structure, C38H53N9O5S3SiV, from the Open Molecules 2025 dataset.

```
110
Properties=species:S:1:pos:R:3:mulliken_spin:R:1
H -4.37 2.79 -2.59 0.0000
C -2.91 4.23 -0.66 -0.0081
H 3.90 -2.64 -4.02 0.0000
H -0.08 4.08 4.09 0.0153
H -0.14 1.92 4.60 0.0019
H 3.40 5.25 -0.68 0.0017
H 3.33 -0.22 -4.42 0.0000
H 1.27 -5.24 0.52 -0.0001
H 7.33 -1.09 0.30 0.0002
O -4.32 -5.50 -0.18 -0.0001
C -6.89 1.09 -0.99 0.0000
H 1.04 -3.06 -3.34 0.0000
N -0.38 1.44 3.75 -0.0057
C 2.79 4.40 -0.41 0.0387
C 3.94 -5.06 0.20 -0.0009
C -5.13 2.04 -2.40 -0.0005
H 1.49 -2.05 -4.74 -0.0002
C -7.06 0.01 -1.86 0.0001
H -5.69 4.46 1.06 -0.0001
H 1.21 4.96 3.27 0.0004
H -1.09 0.22 5.81 -0.0008
H 4.97 -4.86 0.51 0.0001
N -1.63 -0.01 4.99 0.0145
H -3.37 -5.48 -0.26 0.0000
C 2.46 -1.49 -2.89 0.0009
C 6.38 -1.16 -0.24 -0.0003
H 4.86 -1.25 2.05 0.0012
C -1.17 0.36 3.77 0.0309
C -3.24 3.00 1.16 0.0082
H -3.95 0.22 -1.02 -0.0077
H 5.96 -2.16 -0.09 -0.0003
O -6.01 -4.10 -0.23 -0.0004
C 3.07 -3.94 2.25 0.0002
H 2.47 -3.11 2.63 0.0024
H 6.16 -0.05 2.29 -0.0007
H 0.90 -3.51 0.71 0.0068
C 0.91 3.97 3.62 -0.0481
C -3.85 -3.12 -0.41 -0.0043
H -2.10 -0.90 5.01 0.0003
C 5.87 1.28 -0.08 0.0012
S -1.61 -0.46 2.36 -0.0026
N -7.52 1.40 0.21 0.0000
H -2.01 -4.23 -0.12 0.0005
C -5.28 4.09 0.13 -0.0002
H 2.69 -4.87 2.67 -0.0004
C -6.27 -0.03 -2.98 -0.0002
C -5.95 2.07 -1.26 0.0007
N -6.06 2.92 -0.20 0.0000
H -3.75 2.96 3.24 -0.0001
H 5.93 1.39 -1.17 -0.0010
C 3.02 -3.98 0.73 0.0032
C 2.58 3.36 -1.32 0.1085
H 2.41 5.13 1.56 0.0105
C -1.75 3.66 -0.26 0.0224
C -4.83 -4.25 -0.27 -0.0001
H 1.62 3.66 4.39 0.0231
H -5.45 -1.74 -0.67 0.0001
C 1.27 -2.04 -3.66 -0.0011
C 1.59 -4.23 0.25 -0.0065
V -0.05 0.86 0.91 2.1615
H 3.39 -3.41 -2.50 0.0000
N -3.86 3.81 0.24 0.0001
H 1.97 0.52 -3.56 -0.0004
N -7.00 2.48 0.67 0.0000
H 3.64 -6.04 0.60 0.0000
C 0.84 3.01 2.47 0.2160
H 6.86 1.47 0.36 0.0000
C 5.39 -0.12 0.27 0.0013
C -3.95 2.39 2.32 0.0017
C 1.45 3.23 1.20 0.2332
C 2.24 4.34 0.85 0.0560
H 4.52 -2.04 -2.46 -0.0001
C 3.64 -2.46 -2.98 -0.0006
C 2.86 -0.12 -3.44 -0.0088
O 4.14 -0.29 -0.42 -0.0090
H -6.36 -0.86 -3.68 0.0000
C -3.53 -0.76 -0.83 0.0283
N 1.21 2.23 0.28 -0.0424
H 3.90 -5.09 -0.89 0.0001
N 0.18 1.84 2.54 0.0997
C 5.21 -0.24 1.78 -0.0026
H -3.14 4.89 -1.49 0.0002
H 1.60 1.46 -1.60 -0.0171
C -1.62 -2.18 -0.53 -0.0284
Si 2.87 -1.29 -0.14 -0.0083
H 3.56 0.37 -2.76 0.0084
H 3.03 3.36 -2.31 0.0007
C 1.80 2.30 -0.94 0.1067
H 1.53 -4.12 -0.84 0.0002
H -3.58 1.38 2.47 -0.0017
H -5.03 2.34 2.18 0.0001
C -5.31 0.97 -3.25 -0.0001
H -5.39 4.84 -0.64 0.0001
S -1.06 0.45 -1.09 -0.0425
H -4.70 0.89 -4.14 0.0000
H 4.11 -3.80 2.59 0.0005
C -4.37 -1.85 -0.64 0.0009
N -1.97 2.87 0.86 0.0087
H 4.46 0.48 2.14 0.0020
H 6.57 -1.01 -1.31 0.0000
C -2.47 -3.27 -0.34 -0.0011
H -0.78 3.72 -0.73 -0.0071
H 0.40 -1.40 -3.49 0.0011
H -0.55 -2.30 -0.46 0.0035
S 1.61 -0.68 1.44 -0.0324
O 2.02 -1.33 -1.53 0.0206
H 5.16 2.02 0.30 0.0030
H -7.79 -0.76 -1.64 0.0000
O 3.53 -2.75 0.21 -0.0082
C -2.15 -0.92 -0.79 0.0529
```

Results
Total charge ... 0
Frontier orbital gap (spin up / spin down) ... 6.22 / 7.13 eV
Highest occupied orbital energy (spin up / spin down) ... -0.231 / -0.285 Ha
Expectation value of S² ... 3.78
Multiplicity ... 4
E_tot ... -4777.1840 hartree

Record 3
The following is a quantum chemistry calculation of a single C3H7NO2 molecule, from the Open Molecules 2025 dataset.

```
13
Properties=species:S:1:pos:R:3:mulliken_charge:R:1
C -0.67 1.17 0.21 -1.3540
O 1.81 0.77 -0.11 -0.4362
H -1.68 1.54 0.02 0.3675
H -1.10 -1.47 0.99 0.2919
H -0.97 -2.00 -0.46 0.2725
O 1.55 -1.54 0.15 -0.5045
H -0.46 1.11 1.32 0.2871
H 2.67 0.27 -0.11 0.3153
H -0.61 0.09 -1.40 0.2892
C 1.05 -0.48 -0.01 0.4038
C -0.38 -0.17 -0.37 0.4186
N -1.28 -1.21 -0.03 -0.6909
H 0.06 1.92 -0.20 0.3398
```

Results
Total charge ... 0
Frontier orbital gap ... 10.77 eV
Highest occupied orbital energy ... -0.372 Ha
SMILES ... C[C@H](N)C(=O)O
E_tot ... -323.7261 hartree
Energy relative to the best compared isomer or geometry (same formula, charge and spin) ... 34.4 kcal/mol

Record 4
The following is a quantum chemistry calculation of a single C25H22N2O5 molecule, from the Open Molecules 2025 dataset.

```
54
Properties=species:S:1:pos:R:3:mulliken_charge:R:1
H 0.23 -7.75 5.83 0.4186
C -3.51 -7.61 6.74 -0.6731
O 0.23 0.33 -1.80 -0.5943
N -1.15 -3.69 3.56 -0.5857
C -1.02 -5.88 4.46 0.0808
H -4.56 -7.58 6.97 0.3788
H 0.96 1.83 -3.65 0.3754
C 2.39 3.60 -7.91 -0.9135
H 1.81 7.28 -3.54 0.3741
C -1.65 -2.52 3.60 -0.1422
O -0.11 -6.22 3.75 -0.5714
H 1.58 8.83 -5.28 0.3699
H 2.88 9.12 -6.47 0.2321
C 0.97 2.76 -3.09 0.0730
C 2.07 4.89 -5.94 0.7530
C 2.56 8.49 -5.64 -0.9387
C -1.40 0.77 1.87 -0.4793
C -1.64 -6.77 5.48 0.5958
H 1.16 5.35 -2.22 0.2910
C -0.82 -7.71 6.11 -0.3981
H 3.09 2.89 -7.46 0.3657
N -1.57 -4.62 4.43 0.0871
H -0.69 -9.30 7.53 0.3852
C -2.68 -8.53 7.37 -0.3666
C -1.24 -1.50 2.68 0.5813
H -3.66 -6.05 5.29 0.4171
C 1.41 5.21 -3.25 -1.2578
C 0.11 -0.78 0.81 -0.3063
H -2.42 -2.25 4.34 0.2849
H -2.28 -4.37 5.12 0.3935
C 1.78 6.31 -4.01 -0.5224
H 3.29 8.56 -4.83 0.3701
H 2.69 3.81 -8.94 0.2250
C -1.34 -8.58 7.05 -0.4984
C -2.99 -6.74 5.80 -0.3103
H -1.83 1.76 1.92 0.4533
H 0.15 -2.75 1.65 0.4865
H 0.59 3.52 -1.13 0.3618
H -3.09 -9.20 8.11 0.3755
C -0.28 -1.76 1.70 -0.8015
O 2.50 7.19 -6.17 -0.4185
C 2.12 6.17 -5.35 0.9975
C -1.79 -0.22 2.76 -0.7714
C 1.36 3.94 -3.82 0.5588
C 1.69 3.80 -5.18 -0.4290
H 1.65 2.82 -5.62 0.4048
C 0.25 1.38 -1.22 0.6031
C 0.62 2.68 -1.80 -1.1723
O -0.09 1.55 0.08 -0.3093
H 0.85 -0.99 0.05 0.4161
H 1.38 3.17 -7.92 0.3657
C -0.45 0.49 0.89 0.4709
O 2.41 4.85 -7.26 -0.4033
H -2.53 0.00 3.51 0.3168
```

Results
Total charge ... 0
Frontier orbital gap ... 7.93 eV
Highest occupied orbital energy ... -0.295 Ha
SMILES ... COc1ccc(/C=C/C(=O)Oc2ccc(/C=N/NC(=O)c3ccccc3)cc2)cc1OC
E_tot ... -1451.5329 hartree
Energy relative to the best compared isomer or geometry (same formula, charge and spin) ... 73.7 kcal/mol

Record 5
The following is a quantum chemistry calculation of a single C3H4NOP molecule, from the Open Molecules 2025 dataset.

```
10
Properties=species:S:1:pos:R:3:mulliken_charge:R:1
O -3.35 1.75 0.13 -0.3045
C -2.66 0.86 -0.20 0.2858
N -1.39 -1.56 0.19 -0.1555
C -0.21 0.69 -0.14 -1.0839
C -0.15 -0.82 0.06 -0.1127
H -0.38 1.38 0.67 0.4162
H 0.31 -1.06 1.02 0.2408
H 0.42 -1.32 -0.80 0.2241
H -0.09 1.09 -1.06 0.4234
P -2.80 -1.14 -0.01 0.0663
```

Results
Total charge ... 0
Frontier orbital gap (spin up / spin down) ... 6.54 / 6.65 eV
Highest occupied orbital energy (spin up / spin down) ... -0.271 / -0.274 Ha
E_tot ... -587.9154 hartree
Energy relative to the best compared isomer or geometry (same formula, charge and spin) ... 69.6 kcal/mol

Record 6
The following is a quantum chemistry calculation of a molecular structure, C4H4KO2, from the Open Molecules 2025 dataset.

```
11
Properties=species:S:1:pos:R:3:mulliken_charge:R:1
H -0.21 2.25 -2.15 0.3378
C -0.43 0.61 -0.77 -0.0843
K 3.30 -1.86 1.47 1.0164
H -2.56 3.09 -1.94 0.3295
H 1.49 0.52 -1.57 0.2295
C 1.00 0.38 -0.57 -0.0601
H -1.13 -0.03 -0.24 0.3694
O -3.19 1.33 -1.16 -0.4188
C -0.89 1.70 -1.48 -0.1709
O 1.45 -0.40 0.25 -0.4475
C -2.32 2.10 -1.49 -0.1010
```

Results
Total charge ... +1
Frontier orbital gap ... 8.69 eV
Highest occupied orbital energy ... -0.482 Ha
E_tot ... -904.9831 hartree
Energy relative to the best compared isomer or geometry (same formula, charge and spin) ... 1.0 kcal/mol

Record 7
The following is a quantum chemistry calculation of a gas-phase ion, C5H12N2 (charge +1), from the Open Molecules 2025 dataset.

```
19
Properties=species:S:1:pos:R:3:mulliken_spin:R:1
N -0.59 1.22 -0.74 0.5366
H -2.14 -1.76 -0.07 0.0027
H -0.55 -0.65 1.88 0.0123
H 3.26 0.17 1.01 -0.0038
H 0.42 1.46 1.01 0.0019
H 1.49 -0.42 -1.20 0.0224
C 1.69 0.19 -0.30 0.0789
H 1.96 -0.61 1.54 0.0063
C -0.45 -0.58 0.81 0.0731
H -2.55 -0.13 0.54 -0.0036
H -0.77 -0.44 -1.98 0.0159
H -1.31 1.76 -0.24 0.0112
N 2.51 -0.44 0.70 0.1682
C 0.28 0.68 0.26 0.0351
C -1.37 0.13 -1.28 -0.0056
C -1.81 -0.71 -0.02 0.0606
H -2.30 0.44 -1.79 -0.0013
H 0.10 -1.47 0.45 -0.0080
H 2.14 1.15 -0.58 -0.0027
```

Results
Total charge ... +1
Frontier orbital gap (spin up / spin down) ... 11.80 / 5.08 eV
Highest occupied orbital energy (spin up / spin down) ... -0.542 / -0.508 Ha
Expectation value of S² ... 0.76
Multiplicity ... 2
E_tot ... -306.8640 hartree
Energy relative to the best compared isomer or geometry (same formula, charge and spin) ... 54.7 kcal/mol

Record 8
The following is a quantum chemistry calculation of 4 unconnected molecules or ions with the total composition C27H55Br2N3OP, from the Open Molecules 2025 dataset.

```
89
Properties=species:S:1:pos:R:3:mulliken_charge:R:1
Br 1.80 -1.47 10.60 -0.1241
C 4.41 -0.46 -7.00 -0.4203
H -2.56 1.10 -9.11 0.3718
H 1.26 -1.80 -0.98 0.3826
H -6.74 -1.01 8.96 0.2625
C 2.67 0.34 2.72 -0.8709
H 2.84 1.52 -3.76 0.3549
H 5.20 -0.04 -6.36 0.2337
C 0.54 -1.08 0.91 -1.0006
H -0.81 -0.50 -1.47 0.2775
H -1.42 0.80 -7.80 0.2398
H -0.41 -1.62 0.83 0.4010
C 1.30 -0.46 6.93 0.1669
H -0.07 -0.13 2.74 0.0079
C 2.55 0.03 -5.28 -0.0324
H -1.04 1.14 -5.54 0.0864
H 1.75 -0.48 -4.72 0.0226
C -4.94 -0.87 7.47 0.4612
C 1.09 -0.83 -0.49 -0.3864
H -7.20 -1.37 7.12 0.3080
H 3.04 -0.53 2.17 0.3055
C 3.26 -1.00 -6.16 -0.9086
P 2.57 -2.31 8.63 0.3532
H -1.13 -0.94 8.39 0.1477
N 1.98 0.56 7.87 -0.5056
H 4.22 1.34 -4.82 0.4036
C 4.10 -0.14 -3.26 -1.0521
H -0.04 -0.55 5.24 0.2500
C -3.08 1.82 -5.73 -0.9055
H 0.00 0.99 -0.95 0.3031
H -2.76 2.87 -5.79 0.3982
H 1.26 1.94 2.54 0.3702
C -3.42 1.33 -7.15 -0.3888
H -3.64 -1.86 -3.92 0.3970
C -3.37 0.93 5.80 -0.5293
H -0.47 0.79 1.30 0.3340
O 4.16 -1.67 8.22 -0.4706
H 4.82 0.92 -8.61 0.3782
H -4.00 1.81 -5.13 0.3387
Br 0.86 -3.13 6.15 0.1110
C -4.83 0.23 6.24 -0.4918
C -2.25 1.43 -8.11 -1.1232
H -0.08 1.94 7.01 0.3607
H -4.25 1.95 -7.53 0.3582
N 0.52 0.12 5.79 0.0803
H -1.40 -0.95 -4.38 0.2268
C -1.96 0.52 6.61 0.4206
H -3.79 0.30 -7.12 0.2328
H -3.53 -2.09 9.08 0.2472
H 2.33 0.01 3.71 -0.0382
C 3.97 0.59 -8.02 -1.1684
H 3.22 0.17 -8.70 0.2867
H -3.36 1.71 4.90 0.2298
N 1.55 -1.77 7.23 0.0265
H 4.76 -0.87 -3.73 0.3166
H -1.90 2.46 -8.19 0.2910
C -2.27 -0.48 -4.86 -0.2551
H 4.88 -1.29 -7.55 0.3756
H 3.54 1.47 -7.53 0.2796
H 3.52 1.02 2.87 0.3990
H -2.37 -0.95 -5.84 0.3608
H 3.34 -0.68 -2.68 0.1197
C 0.16 -0.01 -1.37 -0.7633
H 2.07 -0.34 -0.44 0.2024
C 3.45 0.78 -4.29 -0.6211
H -0.70 1.82 5.23 0.2760
C -2.08 -0.61 7.80 -0.0148
C 1.56 1.05 1.97 -0.4878
H 3.64 -1.82 -5.53 0.3261
C -3.52 -1.28 8.22 -0.5650
H 1.22 -1.76 1.44 0.3414
H -4.41 -0.37 -4.48 0.3556
H 4.70 0.45 -2.56 0.3796
H -5.84 0.54 5.69 0.2464
C -1.99 1.02 -5.01 -0.1343
H -3.40 -0.35 -3.02 0.2543
H 1.22 0.97 8.49 0.3293
H -1.84 1.46 -4.02 0.2368
C -6.39 -1.54 7.95 -0.9312
H -6.20 -2.66 8.22 0.2937
H 0.59 0.11 -2.37 0.1029
H 1.94 1.42 1.01 0.3340
H 2.52 -1.46 -6.82 0.4062
H 2.04 0.76 -5.91 0.3137
C -3.51 -0.78 -4.02 -1.3279
C -0.49 1.18 6.22 -0.6463
H 2.37 1.33 7.25 0.3386
H 4.37 -0.91 8.84 0.3411
C 0.32 0.18 1.76 -0.1935
```

Results
Total charge ... +1
Frontier orbital gap ... 6.79 eV
Highest occupied orbital energy ... -0.414 Ha
E_tot ... -6790.0686 hartree

Record 9
The following is a quantum chemistry calculation of 3 unconnected molecules or ions with the total composition C4H15NO2S, from the Open Molecules 2025 dataset.

```
23
Properties=species:S:1:pos:R:3:mulliken_spin:R:1
O -0.63 4.39 -1.00 0.5189
H 0.61 -3.30 -1.04 -0.0157
H 2.55 -0.99 2.65 -0.0158
H 1.94 -2.46 0.79 -0.0190
C 1.24 -1.65 1.00 -0.0244
H 2.50 0.10 1.25 -0.0524
H 0.06 0.74 0.07 0.0433
H -0.09 -2.14 -2.12 -0.0414
H 1.58 -0.88 -0.94 -0.0112
C 0.03 -2.37 -1.05 0.0970
N -0.31 -0.17 -0.20 -0.0303
H -3.28 2.64 -1.19 -0.2082
H -0.82 -0.01 -1.07 -0.1195
C 0.70 -1.17 -0.35 0.1583
H -0.40 0.03 2.36 -0.0350
O -3.04 2.04 -1.91 0.6297
H -0.94 -2.45 -0.56 -0.0151
S 0.76 0.58 2.72 0.1749
C 1.91 -0.59 1.87 0.2796
H -1.55 4.67 -1.04 -0.2169
H -0.60 3.71 -0.30 -0.0101
H 0.37 -2.02 1.57 -0.0142
H -2.58 1.30 -1.52 -0.0725
```

Results
Total charge ... -1
Frontier orbital gap (spin up / spin down) ... 2.51 / 9.19 eV
Highest occupied orbital energy (spin up / spin down) ... 0.024 / -0.222 Ha
Expectation value of S² ... 0.75
Multiplicity ... 2
E_tot ... -764.7785 hartree
Energy relative to the best compared isomer or geometry (same formula, charge and spin) ... 0.0 kcal/mol